Here is a 4-piece molecular cluster, C26H60BrCl2N3O9P2S overall at a distorted geometry from the Open Molecules 2025 dataset. Energies are from the ωB97M-V functional and the def2-TZVPD basis.

* HOMO-LUMO gap: 8.5 eV
* SMILES: CC[C@H](Cl)[C@](N(Cl)CCCCNC(C)=O)([C@@](Br)(O[C@](C)(S)CN)[PH2]=O)P(=O)(O)O.CCOCC.CCOCC.CCOCC

Each line ends with the Mulliken charge.
CARTESIAN COORDINATES (ANGSTROEM)
1 C 2.4350 -2.3898 0.1548  -0.90
2 C 2.2894 -1.2090 -1.0205  -0.16
3 C 1.4159 0.0683 -0.3842  -0.85
4 Cl -0.3108 -0.5483 -0.1819  -0.03
5 C 1.5845 1.4584 -1.3001  0.25
6 N 3.0410 1.7503 -1.3090  0.36
7 Cl 3.7270 2.4289 -2.6997  -0.02
8 C 3.7147 2.0510 -0.0215  -0.12
9 C 5.3272 2.4781 -0.1791  -1.05
10 C 5.5376 4.1144 -0.3187  -0.12
11 C 6.2335 4.5875 -1.7254  -0.62
12 N 5.3395 5.7016 -2.3091  -0.21
13 C 5.5494 5.8498 -3.8000  0.43
14 C 4.3560 6.6820 -4.6232  -0.77
15 O 6.6050 5.3906 -4.4768  -0.57
16 C 0.6202 2.7027 -0.7072  -0.64
17 Br 1.4306 4.5334 -1.0534  0.09
18 O -0.6971 2.4898 -1.2038  0.32
19 C -1.6586 3.5102 -1.3436  0.34
20 C -3.1239 2.6955 -1.5074  -1.10
21 S -1.6126 4.5260 -2.9639  -0.20
22 C -1.9586 4.5759 -0.1565  -0.49
23 N -3.0115 4.1133 0.8554  -0.41
24 P 0.4912 2.6245 1.2414  0.53
25 O -0.9108 2.0294 1.7267  -0.61
26 P 1.0643 1.0969 -3.1402  0.87
27 O -0.3581 0.3467 -3.2603  -0.72
28 O 0.8141 2.5849 -4.0751  -0.44
29 O 2.1479 -0.0338 -3.9674  -0.50
30 H 2.7715 -3.4239 -0.3337  0.24
31 H 3.2140 -2.0754 1.0006  0.26
32 H 1.4279 -2.6091 0.7097  0.26
33 H 3.3918 -0.9067 -1.2879  0.19
34 H 1.6842 -1.6713 -1.9212  0.25
35 H 1.8346 0.1670 0.7040  0.27
36 H 3.2634 2.9629 0.6033  0.01
37 H 3.7571 1.1533 0.7651  0.11
38 H 5.8935 1.8475 -0.9824  0.39
39 H 5.8371 2.1977 0.8642  0.36
40 H 6.0471 4.5536 0.6537  0.40
41 H 4.4339 4.5697 -0.3241  -0.04
42 H 7.2510 5.1069 -1.4718  0.35
43 H 6.3070 3.7084 -2.4965  0.32
44 H 5.4963 6.6042 -1.7885  0.29
45 H 3.8802 7.4993 -3.8955  0.25
46 H 4.7870 7.2904 -5.5356  0.29
47 H 3.4704 5.9936 -4.9633  0.18
48 H -3.0155 2.1267 -2.5482  0.31
49 H -3.9613 3.5299 -1.5557  0.37
50 H -3.2538 1.9370 -0.6258  0.23
51 H -2.7096 5.4038 -3.0142  0.14
52 H -2.4245 5.5492 -0.6644  0.40
53 H -1.0422 4.9434 0.4663  0.10
54 H -2.6201 4.3223 1.8024  0.17
55 H -3.8450 4.7251 0.7074  0.23
56 H 0.4911 4.0138 1.7222  0.12
57 H 1.6379 2.0052 1.8529  0.17
58 H 1.1509 2.3602 -5.0054  0.32
59 H 1.6271 -0.5454 -4.6561  0.35
60 C 0.4188 -7.0804 -1.8486  -0.90
61 C 1.8452 -6.5562 -1.8036  -0.38
62 O 2.1941 -5.9663 -0.5537  -0.38
63 C 2.1198 -6.8139 0.5905  -0.10
64 C 3.0292 -8.0278 0.5034  -1.13
65 H -0.2923 -6.2748 -1.6290  0.28
66 H 0.1935 -7.4893 -2.8392  0.44
67 H 0.2519 -7.8717 -1.1154  0.13
68 H 1.9552 -5.7739 -2.5612  0.34
69 H 2.5619 -7.3403 -2.0648  0.28
70 H 1.0816 -7.1096 0.7737  0.12
71 H 2.4235 -6.2065 1.4514  0.33
72 H 2.7675 -8.6763 -0.3359  0.28
73 H 2.9609 -8.6210 1.4205  0.39
74 H 4.0703 -7.7167 0.3641  0.32
75 C -7.0032 6.0226 5.5981  -1.00
76 C -6.9181 5.3661 4.2295  -0.34
77 O -5.7930 5.7917 3.4647  -0.42
78 C -4.5089 5.5385 4.0304  -0.37
79 C -4.2363 4.0640 4.2747  -1.14
80 H -7.0386 7.1143 5.4977  0.28
81 H -7.9018 5.6879 6.1269  0.38
82 H -6.1401 5.7803 6.2211  0.26
83 H -7.8090 5.6376 3.6546  0.33
84 H -6.9271 4.2755 4.3141  0.31
85 H -4.3794 6.1221 4.9477  0.32
86 H -3.7702 5.9203 3.3157  0.36
87 H -4.9408 3.6299 4.9879  0.37
88 H -3.2264 3.9245 4.6726  0.37
89 H -4.3260 3.4984 3.3408  0.31
90 C -3.3837 -8.7540 2.9244  -1.08
91 C -2.9215 -7.7448 1.8856  -0.34
92 O -2.1208 -8.3175 0.8546  -0.35
93 C -2.7323 -9.3392 0.0702  -0.33
94 C -3.9782 -8.8733 -0.6639  -1.08
95 H -2.5216 -9.2524 3.3843  0.30
96 H -3.9630 -8.2561 3.7091  0.39
97 H -4.0140 -9.5304 2.4866  0.26
98 H -2.3024 -6.9904 2.3810  0.32
99 H -3.7706 -7.2090 1.4513  0.32
100 H -2.9436 -10.2157 0.6914  0.31
101 H -1.9862 -9.6573 -0.6676  0.33
102 H -4.7623 -8.5497 0.0246  0.26
103 H -4.3834 -9.6835 -1.2779  0.39
104 H -3.7436 -8.0241 -1.3149  0.29